## P
Computed, not measured: a structure of composition C6H9NO, with the ωB97M-V functional and the def2-TZVPD basis.

Calculated values
* highest occupied orbital energy: -9.09 eV

The geometry in XYZ format:
```
17
Properties=species:S:1:pos:R:3:nbo_charge:R:1
O 1.75949 -1.64574 0.00913 -0.5320
N -1.29376 -0.94277 0.07142 -0.6218
C 0.53095 0.22411 -1.06437 -0.3616
C -0.91338 -0.31188 -1.16232 -0.2075
C 0.76647 1.36506 -0.06390 -0.3917
C 1.13329 -0.64009 0.00586 0.6262
C -0.83884 -0.21271 1.21049 -0.2129
C 0.61215 0.28822 1.07735 -0.3551
H 0.06583 2.16480 -0.04916 0.2070
H -0.98916 -1.92719 0.14775 0.3733
H 1.02244 0.21494 -2.05734 0.2250
H 1.79848 1.75738 -0.15529 0.2192
H 1.20920 0.29406 2.02348 0.2304
H -0.89360 -1.00449 -1.97372 0.2130
H -1.45643 0.66353 1.37573 0.1858
H -1.57371 0.52584 -1.44319 0.1915
H -0.93942 -0.81306 2.04806 0.2113
```

## Q
Computed, not measured: an isolated molecule of C6H9NO, with the ωB97M-V functional and the def2-TZVPD basis.

Calculated values
* highest occupied orbital energy: -8.49 eV

The geometry in XYZ format:
```
17
Properties=species:S:1:pos:R:3:nbo_charge:R:1
O -0.46727 -0.18954 2.98796 -0.7086
N 0.03619 0.47388 -2.82016 -0.8107
C 0.48260 -1.12721 0.24450 -0.2147
C -0.31586 0.04985 0.60112 -0.0704
C -0.14423 0.92565 -0.42092 -0.1622
C 1.00533 -0.98780 -1.00309 -0.1809
C -1.21210 0.17005 1.81066 -0.0933
C 0.69538 0.38576 -1.52834 -0.1345
H 0.62671 -1.97145 0.90404 0.2223
H 1.68981 0.93474 -1.43996 0.1914
H -1.96625 -0.67141 1.74637 0.1934
H -0.50985 1.91159 -0.49800 0.1975
H 0.14424 0.55474 3.09607 0.4606
H -1.74206 1.13786 1.89505 0.1826
H 0.59606 0.02506 -3.55470 0.3628
H 1.65802 -1.67182 -1.50093 0.2076
H -0.07857 1.45213 -3.03411 0.3570
```

## R
Computed, not measured: an isolated molecule of C6H9NO, with the ωB97M-V functional and the def2-TZVPD basis.

Calculated values
* highest occupied orbital energy: -9.55 eV

The geometry in XYZ format:
```
17
Properties=species:S:1:pos:R:3:nbo_charge:R:1
O -0.85340 -0.93672 1.78264 -0.5179
N -1.24979 -0.85901 -1.52587 -0.5980
C 2.59286 0.50992 1.46196 -0.3719
C -2.14034 -0.49546 -0.28943 -0.3431
C 0.50802 -0.17772 0.00550 -0.4016
C 1.43058 0.62710 0.87986 -0.1782
C -0.19138 0.17096 -1.34193 -0.2273
C -0.78775 -0.56863 0.61229 0.5806
H -1.50360 -0.30506 -2.33617 0.3606
H -2.65918 0.63326 -0.46524 0.2042
H 3.30109 -0.48383 1.58020 0.1909
H 2.92301 1.08948 2.39933 0.2201
H -0.65101 1.14896 -1.17654 0.1574
H 0.18154 0.28248 -2.37121 0.2126
H 1.03514 -1.12046 -0.46298 0.2625
H 1.06186 1.74664 1.08485 0.1974
H -2.99765 -1.26192 0.16274 0.2517
```

Which of them is the most stable, and which is the least stable? P and R, in that order.

## P
Computed, not measured: an isolated molecule of C6H9NO, with the ωB97M-V functional and the def2-TZVPD basis.

Calculated values
* highest occupied orbital energy: -8.65 eV

The geometry in XYZ format:
```
17
Properties=species:S:1:pos:R:3:nbo_charge:R:1
O -2.21672 -1.43025 -0.30580 -0.7041
N 1.02437 -0.07112 0.51740 -0.3813
C 0.52664 0.93913 -0.39068 -0.1354
C -1.33509 -0.46182 0.21972 0.0448
C 2.33290 -0.69096 0.13388 -0.4091
C -1.69051 0.98570 0.30126 -0.2060
C -0.64588 1.76639 -0.12797 -0.1788
C 0.04803 -0.43745 -0.47702 -0.0993
H -2.91353 -1.47019 0.38450 0.4642
H -2.57960 1.39496 0.80089 0.2138
H -1.22174 -0.91910 1.24252 0.1789
H 2.92100 -0.60727 1.04954 0.2090
H 0.28555 -1.12747 -1.31049 0.2198
H -0.72773 2.81354 -0.27783 0.2164
H 1.36077 1.28926 -1.01950 0.1961
H 2.70856 -0.21168 -0.65334 0.1741
H 2.12297 -1.76169 -0.08706 0.1971
```

## Q
Computed, not measured: an isolated molecule of C6H9NO, with the ωB97M-V functional and the def2-TZVPD basis.

Calculated values
* highest occupied orbital energy: -8.97 eV

The geometry in XYZ format:
```
17
Properties=species:S:1:pos:R:3:nbo_charge:R:1
O 1.27017 -0.31806 1.84125 -0.5871
N -2.42835 -1.54897 -0.59628 -0.7001
C -0.66238 -1.51687 1.17577 -0.6676
C -1.55725 -1.46770 0.20190 0.6813
C 0.03671 1.84601 0.12841 -0.6106
C 0.36517 -0.51924 1.05911 0.5907
C 1.56069 0.20489 -1.06166 -0.6087
C 0.23349 0.40332 -0.32906 -0.3187
H -0.55094 0.18407 -1.05464 0.2084
H 1.65893 0.92153 -1.88351 0.2035
H 1.61479 -0.80122 -1.48997 0.2059
H -0.98015 1.99270 0.50647 0.2053
H -0.74121 -2.13797 2.05895 0.2857
H -3.15825 -2.23378 -0.38748 0.4534
H 2.41809 0.32886 -0.39441 0.2271
H 0.18732 2.54407 -0.70168 0.2053
H 0.73319 2.11836 0.92684 0.2262
```

Which of them is the most stable, and which is the least stable? Q and P, in that order.

## P
Computed, not measured: an isolated molecule of C6H9NO, with the ωB97M-V functional and the def2-TZVPD basis.

Calculated values
* highest occupied orbital energy: -7.85 eV

The geometry in XYZ format:
```
17
Properties=species:S:1:pos:R:3:nbo_charge:R:1
O 0.59268 1.75337 -1.71598 -0.6780
N -1.61974 1.66738 0.22357 -0.8383
C -0.78513 0.58691 -0.08232 0.0069
C -1.03391 -0.70292 0.13103 0.0351
C 0.50230 0.82314 -0.70681 0.2581
C 1.51221 -0.05268 -0.48051 -0.2190
C 1.86620 -0.69740 0.82233 -0.6345
C -1.56315 -1.87271 0.34607 -0.4667
H -1.24346 2.59009 0.06312 0.4007
H 2.83379 -0.33500 1.17478 0.2129
H -2.58869 1.44731 0.38909 0.4014
H -0.28475 1.90512 -2.08944 0.4753
H 2.32005 -0.03919 -1.20575 0.2013
H 1.95242 -1.77811 0.69398 0.2102
H -1.25200 -2.50268 1.16910 0.2077
H 1.10866 -0.50134 1.57750 0.2198
H -2.31748 -2.29129 -0.30976 0.2070
```

## Q
Computed, not measured: a structure of composition C6H9NO, with the ωB97M-V functional and the def2-TZVPD basis.

Calculated values
* highest occupied orbital energy (alpha / beta): -6.77 / -6.40 eV

The geometry in XYZ format:
```
17
Properties=species:S:1:pos:R:3:nbo_charge:R:1
O -2.33091 0.69312 -0.09352 -0.6746
N 1.16027 1.43387 0.90253 -0.8018
C -0.24376 -0.24482 -1.20736 -0.1870
C 0.93997 -0.00967 -1.80532 -0.4226
C -0.96060 0.39045 0.04359 0.0780
C 0.06739 -1.98152 0.87461 -0.5021
C -0.54751 -0.83450 0.69100 0.0543
C -0.21118 1.29557 0.87802 -0.0312
H -0.77647 2.14565 1.23609 0.1979
H 1.77050 0.49750 -1.33671 0.2037
H -2.83614 -0.10664 0.11633 0.4833
H 1.08820 -0.28108 -2.84270 0.2049
H -0.02533 -2.52266 1.81325 0.2148
H -0.97875 -0.82474 -1.75816 0.2099
H 1.70218 0.58827 1.02781 0.3788
H 1.54699 2.23162 1.38175 0.3921
H 0.63516 -2.47042 0.07876 0.2015
```

Which of them is the most stable, and which is the least stable? P and Q, in that order.

## P
Computed, not measured: a structure of composition C6H9NO, with the ωB97M-V functional and the def2-TZVPD basis.

Calculated values
* highest occupied orbital energy (alpha / beta): -6.27 / -7.74 eV

The geometry in XYZ format:
```
17
Properties=species:S:1:pos:R:3:nbo_charge:R:1
O -1.61921 -0.16310 -1.10986 -0.5644
N 1.39084 0.24500 -1.95846 -0.7578
C 0.60092 0.21031 -0.87961 0.2113
C -0.91979 -0.56507 0.83790 -0.2541
C -0.00896 1.39915 -0.19394 -0.5459
C -1.33824 0.70285 0.13069 0.2096
C -0.44116 -0.83877 -0.71353 0.0187
C 0.00885 -0.61348 2.02888 -0.6367
H 0.94973 -0.09422 1.84510 0.2085
H -0.48270 -0.14607 2.88738 0.2199
H -0.28227 -1.82534 -1.15440 0.1905
H -0.08013 2.24611 -0.87841 0.2362
H 0.23862 -1.64894 2.28787 0.2173
H -1.77210 -1.23387 0.96483 0.2303
H 0.46464 1.72267 0.72939 0.2288
H 1.29853 -0.43461 -2.69919 0.3931
H 1.99245 1.03737 -2.12463 0.3945
```

## Q
Computed, not measured: an isolated molecule of C6H9NO, with the ωB97M-V functional and the def2-TZVPD basis.

Calculated values
* highest occupied orbital energy: -9.25 eV

The geometry in XYZ format:
```
17
Properties=species:S:1:pos:R:3:nbo_charge:R:1
O -3.47523 0.57861 -0.92384 -0.5086
N 1.99685 -0.66084 0.31820 -0.3982
C -1.12851 1.17269 -0.66188 -0.5236
C 0.14666 0.32308 -0.84843 -0.4687
C -2.32294 0.34882 -1.16947 0.4451
C 0.57118 -0.51417 0.29262 0.1449
C 2.69733 -0.21056 1.25389 -0.0330
C -0.15692 -1.26500 1.10615 -0.4577
H -2.07672 -0.56203 -1.76687 0.1033
H 0.07366 -1.95649 1.89610 0.2210
H -1.23198 -1.26885 0.88362 0.1907
H -1.28152 1.32831 0.41018 0.2440
H 2.35008 0.12999 2.23613 0.1494
H 0.99975 0.87682 -1.27484 0.2439
H 3.78786 -0.24705 1.17365 0.1672
H 0.09407 -0.22581 -1.81088 0.2333
H -1.04360 2.15247 -1.11434 0.2472
```

Which of them is the most stable, and which is the least stable? Q and P, in that order.

## P
Computed, not measured: a cluster of 2 separate species, C6H9NO in total, with the ωB97M-V functional and the def2-TZVPD basis.

Calculated values
* highest occupied orbital energy: -8.20 eV

The geometry in XYZ format:
```
17
Properties=species:S:1:pos:R:3:nbo_charge:R:1
O -0.53589 0.27219 -1.52142 -0.7449
N -0.94677 -2.34125 0.08943 -0.6100
C 0.45243 -0.52288 1.14072 -0.3650
C 1.95584 -0.49575 0.97942 -0.5826
C -0.95010 1.01649 -2.64005 -0.2409
C -0.58309 0.94850 3.03952 -0.2401
C -0.28895 -1.42504 0.52292 0.5284
C -0.12477 0.25150 2.17573 -0.0154
H 2.27853 0.50676 0.70508 0.2130
H 2.44829 -0.77031 1.90968 0.2189
H -1.07481 0.31033 -3.45797 0.1797
H -0.97673 1.57510 3.78592 0.2311
H 2.26481 -1.18646 0.19596 0.2214
H -0.35897 0.84005 -0.72640 0.4850
H -0.20552 1.76532 -2.94068 0.1630
H -1.44259 -2.25765 -0.78998 0.3963
H -1.91171 1.51310 -2.46787 0.1622
```

## Q
Computed, not measured: an isolated molecule of C6H9NO, with the ωB97M-V functional and the def2-TZVPD basis.

Calculated values
* highest occupied orbital energy (alpha / beta): -8.16 / -8.17 eV

The geometry in XYZ format:
```
17
Properties=species:S:1:pos:R:3:nbo_charge:R:1
O -1.24177 -0.16667 -1.92257 -0.6696
N 0.95049 1.57314 -1.15582 -0.5627
C -0.66517 -0.41206 -0.79625 0.2093
C -0.20225 -1.84904 -0.52796 -0.6289
C -1.30128 0.32713 0.24097 0.3466
C 1.63765 0.18152 0.77609 -0.7089
C -2.11962 1.14032 0.82617 -0.5227
C 0.73137 0.64814 -0.33526 0.2987
H 1.85246 2.03247 -1.00242 0.3453
H 2.35900 0.96154 1.03084 0.2253
H 1.07113 -0.07534 1.67324 0.2268
H -3.18966 1.05995 0.65085 0.2740
H 0.61108 -2.08361 -1.21456 0.2291
H -1.76200 1.88830 1.52724 0.2536
H 2.19069 -0.70870 0.46926 0.2409
H -1.04702 -2.50420 -0.73888 0.2401
H 0.12490 -2.01288 0.49906 0.2033
```

## R
Computed, not measured: an isolated molecule of C6H9NO, with the ωB97M-V functional and the def2-TZVPD basis.

Calculated values
* highest occupied orbital energy: -9.38 eV

The geometry in XYZ format:
```
17
Properties=species:S:1:pos:R:3:nbo_charge:R:1
O 2.18453 1.35116 0.37980 -0.5772
N 1.95964 -0.89462 0.59235 -0.4337
C -2.36460 -0.57215 -0.21927 -0.6509
C 2.74844 -1.59654 0.02002 0.0368
C -0.84430 -0.63667 -0.03278 -0.0995
C -0.04966 0.45836 0.19104 -0.1238
C 1.42539 0.33580 0.29753 0.6153
C -0.54285 1.89901 0.15817 -0.6577
H -2.51597 -0.65505 -1.41753 0.2229
H -1.44344 1.81329 0.78576 0.2120
H -0.78859 2.26336 -0.86763 0.2253
H 3.14710 -2.52613 0.51825 0.1691
H -2.95765 -1.33141 0.21838 0.2271
H -2.63947 0.45689 0.10541 0.2206
H 3.00588 -1.51201 -1.12640 0.1446
H 0.09637 2.78449 0.52340 0.2610
H -0.42081 -1.63779 -0.12653 0.2079
```

## S
Computed, not measured: a structure of composition C6H9NO, with the ωB97M-V functional and the def2-TZVPD basis.

Calculated values
* highest occupied orbital energy: -8.95 eV

The geometry in XYZ format:
```
17
Properties=species:S:1:pos:R:3:nbo_charge:R:1
O -0.78837 -1.12265 -0.92536 -0.5134
N 0.96613 0.29262 -1.44519 -0.6040
C -0.15381 1.23472 -1.15047 -0.0793
C -1.09903 0.22569 -0.40307 0.0144
C 0.73152 1.64868 0.10781 -0.4048
C -0.51410 -1.72604 1.56825 -0.6375
C -0.23728 -0.76288 0.31952 0.2152
C 0.99219 0.14957 -0.04426 -0.0958
H -0.16808 -1.37169 2.58478 0.2319
H -1.67863 -1.90079 1.43784 0.2354
H -2.01695 0.55153 -0.21136 0.1875
H -0.63475 1.80227 -1.95383 0.2066
H 1.96167 -0.17012 0.24439 0.1887
H 0.09809 -2.55158 1.23065 0.2239
H 1.56298 2.10758 -0.39368 0.2281
H 0.22477 2.24979 0.91981 0.2150
H 0.75364 -0.65670 -1.88585 0.3880
```

Which of them is the most stable, and which is the least stable? R and Q, in that order.